(1)
{"formula": "C12H30IOP2Sn", "method": "wB97M-V/def2-TZVPD", "lumo_ev": -11.6, "homo_energy_ha": -0.6806, "orbital_gap_ev": 6.9, "charge": 3, "elements": ["I", "Sn", "P", "P", "O", "C", "C", "C", "C", "C", "C", "C", "C", "C", "C", "C", "C", "H", "H", "H", "H", "H", "H", "H", "H", "H", "H", "H", "H", "H", "H", "H", "H", "H", "H", "H", "H", "H", "H", "H", "H", "H", "H", "H", "H", "H", "H"], "positions_angstrom": [[1.31, -0.34, -2.41], [0.34, -0.03, 0.11], [0.70, -2.23, 1.31], [-1.14, 1.90, -1.44], [3.64, 1.43, -0.39], [0.03, -3.67, 0.44], [2.64, 1.14, 0.11], [2.49, -2.49, 1.36], [0.11, -2.34, 3.02], [2.00, 1.26, 3.00], [0.79, -2.33, -3.53], [0.49, 1.33, 2.98], [0.10, 3.00, -2.20], [0.00, 2.47, 3.88], [-2.30, 3.06, -0.65], [-0.12, 1.48, 1.58], [-2.07, 1.30, -2.88], [1.62, -3.02, -3.30], [2.34, 1.18, 4.04], [-2.87, 0.62, -2.53], [-3.14, 2.50, -0.21], [2.65, -3.45, 1.88], [-1.07, -3.60, 0.39], [3.00, -1.69, 1.92], [2.90, -2.55, 0.35], [0.87, -1.97, -4.58], [-1.10, 2.49, 3.97], [0.33, 3.46, 3.52], [-0.20, -2.79, -3.33], [-2.69, 3.74, -1.42], [0.09, 2.45, 1.11], [-0.99, -2.27, 3.04], [-1.79, 3.64, 0.14], [0.54, -1.54, 3.64], [-2.54, 2.16, -3.38], [0.39, 2.35, 4.90], [0.73, 2.47, -2.92], [-1.43, 0.76, -3.58], [0.32, -4.56, 1.03], [0.42, -3.32, 3.42], [2.48, 2.15, 2.56], [0.74, 3.44, -1.43], [2.38, 0.37, 2.48], [0.43, -3.74, -0.58], [-1.22, 1.40, 1.60], [-0.44, 3.81, -2.72], [0.07, 0.41, 3.37]]}

***

(2)
{"formula": "C31H45Cl6LaP", "method": "wB97M-V/def2-TZVPD", "lumo_ev": [2.1, 2.1], "homo_energy_ha": [-0.0419, -0.0518], "orbital_gap_ev": [3.2, 3.5], "de_lowest_ev": 0.000, "charge": -1, "elements": ["La", "Cl", "Cl", "Cl", "Cl", "Cl", "Cl", "P", "C", "C", "C", "C", "C", "C", "C", "C", "C", "C", "C", "C", "C", "C", "C", "C", "C", "C", "C", "C", "C", "C", "C", "C", "C", "C", "C", "C", "C", "C", "C", "H", "H", "H", "H", "H", "H", "H", "H", "H", "H", "H", "H", "H", "H", "H", "H", "H", "H", "H", "H", "H", "H", "H", "H", "H", "H", "H", "H", "H", "H", "H", "H", "H", "H", "H", "H", "H", "H", "H", "H", "H", "H", "H", "H", "H"], "positions_angstrom": [[-2.69, -2.27, -1.53], [-2.42, -4.00, 0.34], [-3.73, 0.45, 0.95], [-6.32, 0.84, -4.76], [-7.05, 2.99, -2.56], [-4.23, -1.56, -3.98], [-5.62, 2.90, 0.23], [0.63, -0.25, 0.62], [1.27, -3.32, -2.16], [-4.80, -0.31, -2.83], [-4.54, 0.58, -0.61], [-5.39, 1.65, -0.91], [4.78, 0.06, 1.51], [2.88, 0.95, -0.58], [-2.22, 3.85, 0.26], [-2.15, 4.24, -1.21], [0.84, -2.73, -3.50], [2.39, 0.33, 0.74], [-4.24, -0.39, -1.56], [0.72, -2.76, 2.02], [0.53, -2.96, 4.58], [-5.99, 1.71, -2.20], [-5.68, 0.73, -3.18], [0.02, 2.64, 0.25], [-0.21, 2.55, -1.27], [0.28, -3.63, 3.21], [5.27, 0.87, 0.30], [0.00, -1.53, 4.62], [-0.83, 3.78, 0.88], [1.57, -2.23, -1.13], [-0.27, 1.36, 0.96], [3.44, -0.65, 1.28], [0.51, -0.67, 3.44], [0.19, -1.32, 2.08], [4.18, 1.73, -0.34], [-0.34, -1.73, -3.38], [-1.25, 3.24, -2.00], [0.29, -1.40, -0.85], [-0.26, -0.77, -2.16], [-1.92, 2.48, -2.46], [-1.24, -0.25, -1.99], [2.31, 1.15, 1.48], [0.40, 0.06, -2.42], [3.10, -1.11, 2.22], [0.05, -3.56, 5.36], [1.08, 2.91, 0.41], [1.82, -2.76, 1.96], [0.48, 1.94, -1.85], [5.53, -0.68, 1.80], [-0.37, -1.11, -4.29], [-1.09, -1.55, 4.59], [-1.29, -2.33, -3.45], [0.50, -4.01, -1.76], [-1.72, 5.25, -1.30], [5.66, 0.17, -0.46], [3.07, 0.16, -1.32], [1.70, -2.21, -3.95], [3.58, -1.48, 0.56], [2.36, -1.57, -1.51], [3.96, 2.59, 0.32], [0.29, -1.05, 5.56], [6.11, 1.51, 0.61], [-0.79, 3.78, -2.84], [2.13, 1.62, -1.00], [-0.18, 1.53, 2.05], [4.66, 0.75, 2.36], [-0.79, -3.85, 3.10], [2.18, -3.93, -2.29], [1.96, -2.69, -0.22], [0.56, -3.53, -4.18], [0.06, 0.32, 3.52], [0.36, -3.27, 1.11], [-0.30, 4.73, 0.71], [-0.48, -2.13, -0.43], [-1.32, 1.08, 0.76], [0.81, -4.59, 3.17], [4.53, 2.14, -1.29], [1.61, -2.97, 4.79], [-2.84, 4.57, 0.82], [-0.92, -1.37, 1.98], [-3.15, 4.26, -1.64], [-0.92, 3.64, 1.96], [1.60, -0.53, 3.54], [-2.71, 2.87, 0.36]]}

***

(3)
{"formula": "C4H9OP", "method": "wB97M-V/def2-TZVPD", "lumo_ev": 0.3, "homo_energy_ha": -0.2570, "orbital_gap_ev": 7.3, "de_lowest_ev": 4.068, "elements": ["P", "O", "C", "C", "C", "C", "H", "H", "H", "H", "H", "H", "H", "H", "H"], "positions_angstrom": [[-1.93, 0.24, 2.14], [-0.93, 0.88, 0.47], [0.33, 0.62, -1.70], [0.09, -1.37, 0.04], [1.11, -0.46, 0.58], [0.08, 0.17, -0.28], [1.14, 1.45, -1.73], [2.15, -0.33, 0.33], [-1.60, 1.24, -0.16], [-0.60, -1.73, 0.81], [0.90, -0.41, 1.70], [0.88, -0.28, -2.12], [-1.14, 0.90, 3.13], [-0.62, 1.03, -2.18], [0.16, -1.94, -1.03]]}

***

(4)
{"formula": "C19H32BN2O2", "method": "wB97M-V/def2-TZVPD", "lumo_ev": [0.5, 0.1], "homo_energy_ha": [-0.3147, -0.3301], "spin_multiplicity": 2, "orbital_gap_ev": [9.0, 9.1], "de_lowest_ev": 0.000, "s2": 0.7541, "elements": ["O", "O", "N", "N", "C", "C", "C", "C", "C", "C", "C", "C", "C", "C", "C", "C", "C", "C", "C", "C", "C", "C", "C", "B", "H", "H", "H", "H", "H", "H", "H", "H", "H", "H", "H", "H", "H", "H", "H", "H", "H", "H", "H", "H", "H", "H", "H", "H", "H", "H", "H", "H", "H", "H", "H", "H"], "positions_angstrom": [[-0.40, -4.16, 0.49], [-3.26, 0.83, -0.71], [-0.58, -2.90, 0.27], [-1.96, -0.06, -2.63], [0.42, -2.31, -0.64], [-1.91, -2.93, 2.35], [1.39, 3.87, 0.69], [0.54, 1.49, 1.61], [-3.35, 0.07, -3.19], [2.42, 4.86, 0.45], [1.91, -2.83, -0.40], [1.65, 2.60, 1.38], [0.42, -0.73, -0.72], [-1.24, 1.14, -3.21], [-0.36, 1.47, 0.31], [4.04, 3.31, 1.63], [0.03, -2.84, -2.11], [-0.81, -2.12, 1.51], [0.44, -1.98, 2.45], [-0.86, -0.01, -0.10], [-1.51, -0.74, 1.16], [3.77, 4.55, 0.92], [3.00, 2.30, 1.88], [-2.05, 0.24, -1.18], [0.44, -0.46, -1.81], [-0.18, 0.90, -3.50], [-4.09, -0.58, -2.66], [2.62, -1.95, -0.26], [-1.40, -3.70, 2.99], [1.11, 0.53, 1.71], [2.03, -3.46, 0.51], [3.25, 1.36, 2.41], [-1.24, 2.17, 0.46], [1.35, -0.26, -0.29], [-2.57, -3.42, 1.60], [-2.51, -2.22, 2.97], [0.17, -1.25, 3.27], [-1.07, -2.95, -2.25], [0.66, -2.95, 2.99], [1.36, -1.57, 1.96], [2.16, 5.78, -0.11], [-3.70, 1.14, -3.21], [-0.05, 1.72, 2.54], [-3.31, -0.24, -4.27], [0.33, 4.01, 0.35], [4.60, 5.28, 0.73], [2.31, -3.38, -1.29], [0.25, 1.82, -0.57], [-1.60, -0.08, 2.07], [-3.10, 1.21, 0.18], [-2.57, -1.02, 0.89], [0.55, -2.27, -2.91], [-1.26, 2.00, -2.47], [-1.78, 1.53, -4.11], [5.07, 3.08, 1.98], [0.45, -3.89, -2.16]]}

***

(5)
{"formula": "C15H21F6GeNO6S2SeZn", "method": "wB97M-V/def2-TZVPD", "lumo_ev": 0.0, "homo_energy_ha": -0.3000, "orbital_gap_ev": 8.2, "de_lowest_ev": 0.389, "elements": ["Se", "Ge", "Zn", "S", "S", "F", "F", "F", "F", "F", "F", "O", "O", "O", "O", "O", "O", "N", "C", "C", "C", "C", "C", "C", "C", "C", "C", "C", "C", "C", "C", "C", "C", "H", "H", "H", "H", "H", "H", "H", "H", "H", "H", "H", "H", "H", "H", "H", "H", "H", "H", "H", "H", "H"], "positions_angstrom": [[0.65, 1.07, 1.46], [1.14, 4.11, 0.32], [0.13, -0.95, 0.01], [2.42, -2.26, -1.42], [1.26, -3.65, 0.72], [3.67, -3.10, 1.59], [2.57, -4.54, 2.78], [0.50, -2.29, -3.21], [2.24, -3.48, -3.73], [2.33, -1.31, -3.82], [3.41, -5.13, 0.87], [-1.43, 0.33, -0.63], [-1.08, -2.37, -0.57], [3.84, -2.36, -1.48], [0.36, -4.73, 0.90], [1.90, -0.94, -0.97], [0.97, -2.36, 1.37], [1.68, -3.48, -0.80], [2.83, -4.14, 1.54], [1.22, 2.17, -0.05], [-0.74, 4.61, 0.37], [-2.36, -2.39, -0.44], [-5.17, -2.63, -0.17], [2.06, 4.97, -1.16], [1.97, 4.45, 2.05], [-3.20, -1.24, -0.39], [-4.35, -3.77, -0.22], [-2.99, -3.66, -0.34], [1.82, -2.35, -3.16], [-4.60, -1.40, -0.26], [-3.55, 1.30, -0.43], [-2.65, 0.09, -0.49], [2.40, 0.64, 2.16], [-5.23, -0.52, -0.23], [0.56, 1.92, -0.88], [1.72, 5.45, 2.40], [2.05, 6.06, -1.07], [3.05, 4.37, 2.00], [-1.23, 4.38, -0.58], [-2.35, -4.53, -0.36], [-6.25, -2.74, -0.07], [1.57, 4.70, -2.10], [2.22, 1.85, -0.32], [-1.26, 4.08, 1.17], [2.95, 0.04, 1.44], [-4.29, 1.27, -1.23], [2.93, 1.57, 2.38], [-2.94, 2.19, -0.53], [-0.84, 5.68, 0.56], [1.59, 3.74, 2.78], [3.10, 4.64, -1.21], [-4.79, -4.76, -0.14], [-4.09, 1.33, 0.52], [2.26, 0.08, 3.08]]}

***

| no. | strongest force on any atom (eV/A) |
| --- | --- |
| 1 | 4.7 |
| 2 | 2.9 |
| 3 | 4.4 |
| 4 | 3.4 |
| 5 | 0.8 |